1:
Below is an isolated molecule of C4H4IN, with properties calculated with wB97M-V/def2-TZVPD.

Each line ends with the Mulliken charge.
Positions of all 10 atoms, in Å:
C 0.66 -1.57 -0.08  0.33
C -0.52 0.48 -0.67  -0.17
C -0.97 0.57 0.78  -0.84
C 0.71 -0.23 -0.44  -0.35
N 0.66 -2.62 0.33  -0.37
I 2.55 0.79 0.12  0.12
H -1.06 0.07 -1.58  0.29
H -0.38 1.55 -1.06  0.23
H -0.56 1.33 1.37  0.36
H -1.09 -0.37 1.24  0.40

Values from the calculation:
Spin multiplicity ... 1
HOMO level (alpha / beta) ... -8.78 / -9.11 eV
Kohn-Sham gap (alpha / beta) ... 8.2 / 7.9 eV

2:
Below is an isolated molecule of C4H4IN, with properties calculated with wB97M-V/def2-TZVPD.

Each line ends with the Mulliken charge.
Positions of all 10 atoms, in Å:
C 1.03 1.62 1.61  0.39
C 0.15 -0.43 0.85  -0.38
C 0.94 0.32 1.91  -0.55
C 0.81 -1.53 0.04  -0.61
N 1.22 2.75 1.41  -0.38
I -0.43 -2.93 -0.90  0.07
H -0.71 -0.89 1.37  0.36
H -0.24 0.45 0.31  0.31
H 1.61 -0.30 2.37  0.42
H 1.63 -2.07 0.47  0.37

Values from the calculation:
Spin multiplicity ... 1
HOMO level (alpha / beta) ... -9.51 / -8.79 eV
Kohn-Sham gap (alpha / beta) ... 8.6 / 7.2 eV

Ordering by calculated energy gives the sequence 1, 2, with the first entry being the most stable.

1:
Below is a cluster of 2 separate species, C4H6NO in total, with properties calculated with wB97M-V/def2-TZVPD.

Each line ends with the Mulliken charge.
Positions of all 12 atoms, in Å:
C -0.51 -1.49 0.26  -0.24
C 0.38 -2.28 0.38  -0.15
C -1.68 -0.66 0.05  -0.78
C 1.69 1.51 -0.13  -0.58
N 0.77 2.18 -0.76  -0.37
O -0.40 1.66 -0.75  -0.58
H 2.59 2.10 -0.12  0.35
H 1.32 -2.54 0.60  0.43
H -1.22 0.37 -0.02  0.26
H -2.26 -0.66 -0.89  0.25
H 1.71 0.56 0.36  0.23
H -2.38 -0.75 1.02  0.19

Values from the calculation:
Spin multiplicity ... 1
HOMO level ... -2.49 eV
Charge ... -1
Kohn-Sham gap ... 6.6 eV

2:
Below is a cluster of 2 separate species, C4H6NO in total, with properties calculated with wB97M-V/def2-TZVPD.

Each line ends with the Mulliken charge.
Positions of all 12 atoms, in Å:
C -0.97 0.12 -0.13  -0.02
C -1.60 1.23 0.09  -0.80
C -0.33 -0.97 0.70  -0.42
C 0.08 -0.74 -0.71  -0.62
N 2.59 0.74 -0.73  -0.25
O 3.05 0.44 0.40  -0.31
H -1.96 1.95 -0.58  0.32
H -1.94 1.30 1.16  0.18
H 0.29 -0.70 1.55  0.18
H -1.00 -1.84 0.85  0.18
H -0.01 -1.53 -1.43  0.13
H 1.83 0.01 -1.16  0.41

Values from the calculation:
Spin multiplicity ... 1
HOMO level (alpha / beta) ... -2.01 / -2.00 eV
Charge ... -1
Kohn-Sham gap (alpha / beta) ... 6.7 / 6.4 eV

Ordering by calculated energy gives the sequence 1, 2, with the first entry being the most stable.

1:
Below is a cluster of 2 separate species, C7H13NO2 in total, with properties calculated with wB97M-V/def2-TZVPD.

Each line ends with the Löwdin spin population.
Positions of all 23 atoms, in Å:
C -0.05 -1.33 1.62  0.19
C 0.64 -0.53 0.81  0.04
C -1.75 0.61 -0.37  0.61
C 0.25 -2.85 1.75  0.03
C 1.14 1.47 -0.68  0.07
C 0.68 1.22 -2.12  0.01
C 0.27 0.87 0.45  0.50
N -2.10 -0.56 -0.50  0.20
O -0.35 1.98 -2.60  0.00
O 0.12 1.70 1.54  0.16
H -0.94 -0.97 2.13  0.01
H 1.43 -0.78 0.07  0.00
H -2.20 1.46 -0.80  0.08
H -0.41 -3.61 1.19  0.01
H 0.18 -3.12 2.77  0.00
H 1.30 -3.10 1.44  0.00
H 1.38 2.51 -0.58  0.00
H 2.08 0.98 -0.66  0.02
H 0.44 0.16 -2.22  0.00
H 1.49 1.29 -2.88  0.00
H -3.07 -0.60 -0.88  0.05
H -0.89 2.05 -1.79  0.00
H 0.37 1.16 2.30  0.01

Values from the calculation:
Expectation value of S² ... 2.02
Spin multiplicity ... 3
HOMO level (alpha / beta) ... -5.29 / -9.54 eV
Kohn-Sham gap (alpha / beta) ... 6.2 / 7.8 eV

2:
Below is a cluster of 2 separate species, C7H13NO2 in total, with properties calculated with wB97M-V/def2-TZVPD.

Each line ends with the Löwdin spin population.
Positions of all 23 atoms, in Å:
C 0.00 -2.90 -1.69  0.00
C -1.51 0.95 1.67  0.05
C 0.90 0.74 2.30  0.03
C 0.24 2.35 0.48  0.01
C 0.13 -2.66 -3.13  0.00
C 0.04 -0.04 0.06  0.66
C -0.08 0.97 1.10  0.14
N -0.25 -3.08 -0.59  0.01
O 1.11 -1.71 -3.41  0.01
O 0.23 0.18 -1.16  0.96
H -1.63 1.65 2.44  0.01
H -2.16 1.15 0.89  0.00
H -1.77 -0.03 2.00  0.00
H 0.92 -0.19 2.76  0.00
H 0.93 1.51 2.95  0.01
H 1.92 0.82 1.86  0.00
H -0.09 2.91 1.30  0.00
H 1.12 2.67 0.11  0.00
H -0.43 2.47 -0.38  0.00
H 0.47 -3.54 -3.58  0.00
H 0.11 -1.04 0.34  0.09
H 0.75 -0.88 -2.99  0.00
H -0.97 -2.31 -3.32  0.00

Values from the calculation:
Expectation value of S² ... 2.01
Spin multiplicity ... 3
HOMO level (alpha / beta) ... -6.38 / -11.27 eV
Kohn-Sham gap (alpha / beta) ... 7.1 / 8.8 eV

Ordering by calculated energy gives the sequence 2, 1, with the first entry being the most stable.

1:
Below is the ion C3H8FN3 with charge +2, with properties calculated with wB97M-V/def2-TZVPD.

Each line ends with the Mulliken charge.
Positions of all 15 atoms, in Å:
C -0.67 -1.21 0.33  -1.21
N 0.08 0.07 0.13  0.07
C -0.66 1.25 0.23  0.14
N -1.92 1.26 0.10  -0.22
C 1.50 0.16 -0.19  0.56
N 2.28 -0.79 -0.65  -0.25
F 1.94 1.31 0.13  -0.12
H -1.02 -1.63 -0.54  0.47
H -1.56 -0.94 0.89  0.49
H -0.10 -1.89 0.96  0.37
H -0.21 2.24 0.37  0.45
H -2.58 2.06 0.31  0.33
H -2.38 0.33 -0.15  0.26
H 1.95 -1.56 -1.26  0.31
H 3.35 -0.67 -0.67  0.35

Values from the calculation:
Structure (SMILES) ... C/[N+](=C\N)C(=[NH2+])F
Spin multiplicity ... 1
HOMO level ... -20.89 eV
Charge ... +2
Kohn-Sham gap ... 11.1 eV

2:
Below is a cluster of 2 separate species, C3H8FN3 in total, with properties calculated with wB97M-V/def2-TZVPD.

Each line ends with the Mulliken charge.
Positions of all 15 atoms, in Å:
C -0.55 -0.18 -0.93  0.32
C 1.46 0.75 -0.36  0.50
C -0.40 0.86 1.23  -1.00
N 0.20 0.51 -0.08  -0.07
N -1.85 -0.32 -0.76  -0.24
N 2.60 0.96 -0.57  -0.10
F 0.70 -2.24 0.26  -0.40
H -0.05 -0.58 -1.85  0.38
H -0.73 -0.06 1.67  0.44
H 0.15 1.43 1.95  0.41
H -1.41 1.53 0.99  0.33
H -2.44 -0.80 -1.46  0.31
H -2.36 -0.03 0.09  0.24
H 3.67 1.30 -0.80  0.46
H 1.01 -3.12 0.64  0.42

Values from the calculation:
Spin multiplicity ... 1
HOMO level ... -20.83 eV
Charge ... +2
Kohn-Sham gap ... 11.4 eV

Ordering by calculated energy gives the sequence 1, 2, with the first entry being the most stable.